11
Properties=species:S:1:pos:R:3 method="wB97M-V/def2-TZVPD" charge=0 e_above_lowest_kj_mol=34.84 smiles="ClC1=C(Cl)[C@@H](Cl)C=C1" largest_force_ev_per_a=2.446
Cl 2.80781 0.54409 -0.62752
C 1.15383 0.27107 -0.33024
C 0.17389 1.13541 -0.07155
Cl 0.10241 2.86091 -0.04791
C -1.00969 0.27347 0.22832
Cl -2.30774 0.53948 -0.87898
C -0.51455 -1.15678 0.30690
C 0.70738 -1.13887 -0.15633
H -1.33012 0.61241 1.22658
H -1.20212 -1.98096 0.60479
H 1.41888 -1.96023 -0.25404